Record 1
This record from the Open Molecules 2025 dataset describes a single C3H6S2 molecule. The level of theory is wB97M-V/def2-TZVPD.

XYZ file:
```
11
Properties=species:S:1:pos:R:3
C -1.063 0.653 0.900
C -0.448 -0.608 0.316
C 0.292 -0.282 -0.967
S -2.313 1.203 -0.285
S -1.698 -1.835 -0.023
H -1.426 0.447 1.951
H -0.349 1.407 1.346
H 0.308 -1.155 1.004
H -0.292 0.195 -1.756
H 0.396 -1.263 -1.351
H 1.206 0.228 -0.750
```

Calculated values
Maximum force, Eh/bohr: 0.058
Calculated total energy, hartree: -914.13591
Lowest unoccupied orbital energy (spin up / spin down), eV: -3.19 / -3.20
Energy relative to the best compared isomer or geometry (same formula, charge and spin), kcal per mole: 87.7
Highest occupied orbital energy (spin up / spin down), eV: -8.682 / -8.778

Record 2
This record from the Open Molecules 2025 dataset describes a single HIN3P3 molecule. The level of theory is wB97M-V/def2-TZVPD.

XYZ file:
```
8
Properties=species:S:1:pos:R:3
N 0.434 0.785 1.393
N -1.306 0.221 -0.514
N 0.294 -1.646 -1.676
P 1.648 -0.098 1.576
P -1.208 -1.143 -1.488
P -1.206 0.823 0.964
I 2.176 -1.109 -1.043
H -0.831 2.167 0.786
```

Calculated values
Maximum force, Eh/bohr: 0.074
Calculated total energy, hartree: -1486.53018
Lowest unoccupied orbital energy (spin up / spin down), eV: -1.68 / -1.68
Energy relative to the best compared isomer or geometry (same formula, charge and spin), kcal per mole: 83.0
Highest occupied orbital energy (spin up / spin down), eV: -8.143 / -8.144

Record 3
This record from the Open Molecules 2025 dataset describes a single C4H9NO2 molecule. The level of theory is wB97M-V/def2-TZVPD.

XYZ file:
```
16
Properties=species:S:1:pos:R:3
C 2.070 -0.312 -1.346
N 0.829 0.213 -0.793
C 0.792 0.484 0.507
O -0.170 1.058 1.156
C -1.518 0.854 0.676
C -1.773 -0.671 0.792
O -0.695 -1.334 0.319
H 2.140 -1.395 -1.190
H 2.101 -0.103 -2.417
H 2.931 0.176 -0.879
H 1.727 0.506 1.069
H -2.143 1.488 1.308
H -1.565 1.195 -0.366
H -1.996 -0.892 1.859
H -2.720 -0.849 0.238
H -0.009 -0.417 -0.934
```

Calculated values
Maximum force, Eh/bohr: 0.009
Calculated total energy, hartree: -362.94901
Lowest unoccupied orbital energy, eV: 0.82
Energy relative to the best compared isomer or geometry (same formula, charge and spin), kcal per mole: 85.7
Highest occupied orbital energy, eV: -8.022

Record 4
This record from the Open Molecules 2025 dataset describes 2 unconnected molecules or ions with the total composition CH9N2OSi. The level of theory is wB97M-V/def2-TZVPD.

XYZ file:
```
14
Properties=species:S:1:pos:R:3
C 0.550 0.056 0.209
N 0.567 1.307 -0.295
N 1.537 -1.051 -0.234
O -0.688 -0.409 0.174
Si -2.370 -0.052 -0.042
H 1.425 -0.339 2.123
H 1.478 1.696 -0.337
H -0.179 1.970 -0.210
H 0.997 -1.977 -0.020
H 1.729 -0.839 -1.268
H 2.331 -0.967 0.362
H -2.702 0.988 0.941
H -2.610 0.224 -1.430
H -2.819 -1.529 0.393
```

Calculated values
Maximum force, Eh/bohr: 0.071
Calculated total energy, hartree: -517.34040
Charge: +1
Lowest unoccupied orbital energy (spin up / spin down), eV: -4.23 / -4.37
Energy relative to the best compared isomer or geometry (same formula, charge and spin), kcal per mole: 105.5
Highest occupied orbital energy (spin up / spin down), eV: -13.255 / -12.560

Record 5
This record from the Open Molecules 2025 dataset describes a molecular structure, C46H50AsCoN3O3PS3. The level of theory is wB97M-V/def2-TZVPD.

XYZ file:
```
108
Properties=species:S:1:pos:R:3
Co 0.346 -1.581 -0.432
N 0.469 -2.546 1.411
C 0.009 -3.942 1.469
C -1.501 -4.038 1.226
C -1.778 -3.513 -0.146
O -2.210 -4.366 -1.026
O -1.516 -2.343 -0.435
H 1.486 -2.499 1.449
H 0.125 -2.030 2.217
H 0.237 -4.404 2.433
H 0.540 -4.510 0.702
H -2.038 -3.425 1.953
H -1.833 -5.070 1.316
N -1.672 -3.631 -3.698
C -1.735 -2.238 -4.159
C -1.132 -1.356 -3.079
N 0.190 -1.814 -2.584
C 0.448 -3.277 -2.590
C -0.258 -4.035 -3.697
H -2.199 -4.225 -4.328
H -2.132 -4.013 -1.967
H -2.775 -1.950 -4.314
H -1.203 -2.124 -5.112
H -1.827 -1.320 -2.246
H -1.003 -0.337 -3.446
H 0.900 -1.370 -3.151
H 0.126 -3.706 -1.639
H 1.527 -3.423 -2.633
H -0.178 -5.106 -3.507
H 0.206 -3.825 -4.669
C -1.714 1.463 -0.525
C -1.843 2.921 -0.111
As -3.703 3.552 -0.361
C -4.515 2.323 0.926
C -4.117 2.276 2.261
C -4.719 1.389 3.140
C -5.720 0.533 2.694
C -6.118 0.569 1.367
C -5.519 1.465 0.488
C -3.601 5.111 0.813
C -2.421 5.823 1.005
C -2.399 6.935 1.839
C -3.554 7.344 2.486
C -4.738 6.645 2.289
C -4.761 5.539 1.455
P -0.122 0.667 -0.068
C -0.136 0.945 1.740
C 0.591 1.913 2.426
C 0.446 2.056 3.800
C -0.438 1.251 4.502
C -1.199 0.310 3.821
C -1.051 0.165 2.451
C 1.159 1.734 -0.783
C 2.435 1.817 -0.227
C 3.390 2.650 -0.787
C 3.097 3.376 -1.932
C 1.851 3.255 -2.528
C 0.885 2.440 -1.954
H -1.876 1.330 -1.598
H -2.476 0.855 -0.024
H -1.188 3.555 -0.708
H -1.580 3.060 0.939
H -3.350 2.951 2.625
H -4.416 1.374 4.180
H -6.197 -0.149 3.385
H -6.905 -0.087 1.018
H -5.841 1.500 -0.546
H -1.509 5.527 0.501
H -1.475 7.482 1.979
H -3.534 8.205 3.140
H -5.645 6.964 2.785
H -5.691 5.000 1.310
H 1.269 2.567 1.896
H 1.024 2.808 4.322
H -0.547 1.368 5.572
H -1.916 -0.300 4.355
H -1.669 -0.552 1.917
H 2.698 1.216 0.633
H 4.372 2.713 -0.338
H 3.846 4.022 -2.370
H 1.622 3.804 -3.432
H -0.091 2.376 -2.418
O 2.175 -1.587 -0.412
C 3.526 -1.806 -0.519
C 4.137 -1.763 0.884
C 3.602 -1.139 1.972
C 4.420 -1.240 3.133
C 5.559 -1.945 2.899
S 5.644 -2.490 1.280
C 3.739 -3.199 -1.121
C 3.408 -4.391 -0.544
C 3.624 -5.506 -1.397
C 4.125 -5.134 -2.608
S 4.341 -3.442 -2.710
C 4.199 -0.776 -1.423
C 3.673 -0.263 -2.570
C 4.567 0.590 -3.268
C 5.759 0.715 -2.626
S 5.794 -0.191 -1.177
H 2.658 -0.612 1.941
H 4.169 -0.807 4.090
H 6.353 -2.179 3.589
H 3.057 -4.470 0.476
H 3.437 -6.532 -1.115
H 4.408 -5.767 -3.433
H 2.670 -0.487 -2.894
H 4.331 1.090 -4.197
H 6.618 1.297 -2.918
```

Calculated values
Maximum force, Eh/bohr: 0.014
Calculated total energy, hartree: -7327.15219
<S²>: 1.180
Charge: +1
Lowest unoccupied orbital energy (spin up / spin down), eV: -2.26 / -2.09
Highest occupied orbital energy (spin up / spin down), eV: -10.226 / -10.326
2S+1: 2

Record 6
This record from the Open Molecules 2025 dataset describes a molecular structure, C4H5NO2. The level of theory is wB97M-V/def2-TZVPD.

XYZ file:
```
12
Properties=species:S:1:pos:R:3
C 1.491 -1.102 1.005
C 0.424 -0.364 0.208
C 0.095 0.933 0.459
O -0.909 1.398 -0.349
C -1.358 0.515 -1.165
O -2.364 1.158 -1.831
N -0.214 -1.029 -0.737
H 1.439 -2.198 0.994
H 2.493 -0.803 0.678
H 1.312 -0.786 2.033
H 0.448 1.623 1.192
H -2.858 0.657 -2.488
```

Calculated values
Maximum force, Eh/bohr: 0.080
Calculated total energy, hartree: -360.49374
Lowest unoccupied orbital energy, eV: 0.21
Energy relative to the best compared isomer or geometry (same formula, charge and spin), kcal per mole: 110.2
Highest occupied orbital energy, eV: -7.640